Entry one
{
  "formula": "C3H13N2O2S",
  "method": "the ωB97M-V functional and the def2-TZVPD basis",
  "mol_weight_g_mol": 141.22,
  "orbital_gap_ev": [9.48, 6.61],
  "e_homo_ev": [-8.98, -8.97],
  "multiplicity": 2,
  "lumo_ev": [0.500, -2.363],
  "symbols": ["C", "C", "S", "N", "C", "N", "H", "H", "H", "H", "H", "H", "H", "H", "H", "H", "H", "O", "H", "H", "O"],
  "xyz": [[0.86361, -0.12724, -0.81262], [-0.29452, -0.00517, -1.88351], [-0.80530, 1.72150, -2.15798], [0.66110, -1.34149, 0.00260], [1.78921, -1.70316, 0.78948], [1.60058, -1.52789, 2.23622], [1.06604, 0.75355, -0.21939], [1.79740, -0.16559, -1.33199], [0.09422, -0.19100, -2.92146], [-1.24287, -0.55109, -1.90910], [0.06483, -2.12604, -0.29933], [2.11515, -2.85173, 0.67437], [2.73273, -1.09037, 0.59155], [0.84770, -2.05892, 2.57737], [1.52861, -0.58925, 2.43132], [-3.87682, 0.47465, 0.16596], [-4.30482, 1.75386, -0.73320], [-4.54172, 1.17572, -0.07025], [-0.00312, 3.45156, 0.53422], [-0.01118, 2.04675, 0.94035], [-0.08084, 2.95134, 1.39540]]
}

---

Entry two
{
  "formula": "C3H13N2O2S",
  "method": "the ωB97M-V functional and the def2-TZVPD basis",
  "mol_weight_g_mol": 141.22,
  "orbital_gap_ev": [9.70, 7.01],
  "e_homo_ev": [-9.40, -9.13],
  "multiplicity": 2,
  "lumo_ev": [0.296, -2.125],
  "symbols": ["C", "C", "S", "N", "C", "N", "H", "H", "H", "H", "H", "H", "H", "H", "H", "H", "H", "O", "H", "H", "O"],
  "xyz": [[1.15536, -0.87302, -0.87578], [0.08874, 0.04246, -1.45780], [0.16884, -0.27008, -3.26469], [0.94861, -1.07181, 0.56099], [1.30055, 0.03220, 1.50457], [0.90577, 1.41530, 1.25767], [2.15547, -0.52285, -1.18432], [1.12592, -1.80639, -1.45227], [-0.92567, -0.19471, -1.15488], [0.21771, 1.10677, -1.28758], [1.55006, -1.84317, 0.80836], [0.71697, -0.22273, 2.38535], [2.37105, 0.04121, 1.71193], [-0.10455, 1.48420, 1.09841], [1.11889, 1.76789, 0.32961], [-1.39393, -1.69783, 0.46163], [-2.71921, -1.25371, 0.94003], [-2.27634, -2.06985, 0.63731], [-1.91134, 2.21344, -1.06781], [-2.59671, 1.56134, 0.14665], [-1.89619, 2.16133, -0.09739]]
}

---

According to the calculations, the structures order from most to least stable as entry two, entry one.

---

Entry one
{
  "formula": "CClNO4",
  "method": "the ωB97M-V functional and the def2-TZVPD basis",
  "smiles": "O=C(Cl)O[N+](=O)[O-]",
  "mol_weight_g_mol": 125.47,
  "orbital_gap_ev": 10.85,
  "e_homo_ev": -11.52,
  "lumo_ev": -0.669,
  "symbols": ["O", "C", "Cl", "O", "N", "O", "O"],
  "xyz": [[-0.11817, 0.59439, -1.70758], [0.57447, 0.51885, -0.76072], [2.26755, 0.16864, -0.80814], [0.25181, 0.66842, 0.49514], [-0.82240, -0.42851, 0.87431], [-1.29107, -0.31462, 1.90006], [-0.86220, -1.20718, 0.00693]]
}

---

Entry two
{
  "formula": "CClNO4",
  "method": "the ωB97M-V functional and the def2-TZVPD basis",
  "mol_weight_g_mol": 125.47,
  "orbital_gap_ev": 8.45,
  "e_homo_ev": -10.11,
  "lumo_ev": -1.661,
  "symbols": ["C", "N", "O", "O", "O", "O", "Cl"],
  "xyz": [[-0.25791, 0.54697, -0.37952], [0.92444, -0.15094, 0.24260], [-0.82434, 1.11299, -1.22287], [1.27926, -1.05293, -0.45093], [1.31669, 0.24298, 1.31344], [-1.40115, -0.46727, 0.74207], [-2.89092, -0.53737, 0.07779]]
}

---

According to the calculations, the structures order from most to least stable as entry one, entry two.

---

Entry one
{
  "formula": "C12H19N2O",
  "method": "the ωB97M-V functional and the def2-TZVPD basis",
  "mol_weight_g_mol": 207.30,
  "orbital_gap_ev": 10.10,
  "e_homo_ev": -13.93,
  "charge": 1,
  "lumo_ev": -3.838,
  "symbols": ["C", "C", "C", "C", "C", "C", "C", "C", "C", "C", "C", "C", "N", "N", "O", "H", "H", "H", "H", "H", "H", "H", "H", "H", "H", "H", "H", "H", "H", "H", "H", "H", "H", "H"],
  "xyz": [[4.58466, -1.34455, 0.35517], [3.79145, -0.94097, 1.42010], [4.21297, -0.99499, -0.93600], [2.65093, -0.19967, 1.15997], [3.06534, -0.24381, -1.11106], [1.01291, 2.24754, 0.60742], [-4.96589, -1.38093, 0.44579], [-4.05722, -0.15775, 0.38463], [-2.63337, -0.54831, -0.00123], [-1.69867, 0.65581, -0.14242], [-0.24798, 0.15335, -0.18846], [0.78246, 1.22163, -0.47248], [2.32189, 0.12135, -0.08018], [0.90363, 1.63876, -1.73153], [0.83801, 2.03186, 1.76773], [5.48132, -1.91768, 0.53039], [4.05277, -1.18352, 2.43676], [4.80272, -1.28468, -1.78973], [2.01110, 0.15673, 1.95634], [2.73341, 0.07162, -2.09093], [1.35038, 3.22720, 0.23197], [-5.95915, -1.09283, 0.77496], [-5.04766, -1.84533, -0.53512], [-4.57544, -2.11970, 1.14254], [-4.04109, 0.33327, 1.35986], [-4.45840, 0.55470, -0.33955], [-2.24339, -1.22335, 0.76415], [-2.65158, -1.09828, -0.94610], [-1.82882, 1.32096, 0.71126], [-1.94765, 1.21034, -1.04682], [-0.03143, -0.29209, 0.78281], [-0.17150, -0.62392, -0.95184], [1.42898, 2.46360, -1.97944], [0.53431, 1.08368, -2.48893]]
}

---

Entry two
{
  "formula": "C12H19N2O",
  "method": "the ωB97M-V functional and the def2-TZVPD basis",
  "smiles": "C=CCC(=C)[C@]([NH3+])(CC=C)NC(=O)C=C",
  "mol_weight_g_mol": 207.30,
  "orbital_gap_ev": 9.74,
  "e_homo_ev": -12.95,
  "charge": 1,
  "lumo_ev": -3.217,
  "symbols": ["C", "C", "C", "C", "C", "C", "N", "C", "C", "C", "N", "C", "O", "C", "C", "H", "H", "H", "H", "H", "H", "H", "H", "H", "H", "H", "H", "H", "H", "H", "H", "H", "H", "H"],
  "xyz": [[0.38529, 3.34305, 0.88503], [0.08410, 2.63431, -0.21225], [1.08426, 1.99726, -1.18212], [0.76944, 0.61970, -1.48624], [0.59921, 0.08673, -2.68803], [0.66717, -0.46883, -0.25317], [1.08116, 0.12063, 0.96171], [1.52331, -1.72014, -0.52392], [1.22388, -2.79101, 0.44692], [1.73240, -2.90127, 1.67294], [-0.73155, -0.76919, -0.28523], [-1.66516, -0.04308, 0.38266], [-1.33597, 0.62892, 1.40296], [-3.10454, -0.21293, 0.08220], [-4.08443, -0.21920, 1.01536], [-0.46307, 3.65342, 1.50249], [1.33849, 3.60352, 1.26017], [-0.91992, 2.34868, -0.52385], [2.03120, 2.24353, -0.80790], [0.83670, 2.75239, -2.13040], [0.29339, -0.97940, -2.78367], [0.55079, 0.69859, -3.61135], [0.07807, 0.51584, 1.35426], [1.63314, -0.50945, 1.56522], [1.68292, 0.90882, 0.75283], [0.97961, -2.03060, -1.46573], [2.60363, -1.44704, -0.60506], [0.75745, -3.58506, -0.12880], [1.53061, -3.75174, 2.33828], [2.39162, -2.17676, 2.01131], [-1.08701, -1.43001, -0.90597], [-3.44857, -0.43796, -0.95072], [-5.21154, -0.47023, 0.90482], [-3.80606, -0.21150, 2.00527]]
}

---

According to the calculations, the structures order from most to least stable as entry one, entry two.